No. 1
The following is a quantum chemistry calculation of a single C4H6O molecule in a non-equilibrium geometry, from the OMol25 dataset.

- SMILES: C=C=COC
- Energy above the lowest of the compared OMol25 structures with the same formula, charge and spin: 88.8 kcal per mole
- HOMO level (spin up / spin down): -9.24 / -9.24 eV

```
! RIJCOSX wB97M-V def2-TZVPD def2/J DEFGRID3
* xyz 0 1
O 0.23270 -0.19495 0.82819
C 0.37105 -1.37539 0.07296
C 0.27252 1.57778 -0.69855
C -0.92700 1.46560 -0.13699
C -1.02618 0.46467 0.71038
H -0.02396 -2.20073 0.66493
H 1.43962 -1.54136 -0.11739
H 1.09482 2.07469 -0.18855
H -0.14887 -1.33707 -0.89940
H 0.52177 0.99878 -1.58636
H -1.80648 0.06798 1.35076
*
```


No. 2
The following is a quantum chemistry calculation of a molecular structure, C21H19ClF6N2O3Ti, from the OMol25 dataset.

- Energy above the lowest of the compared OMol25 structures with the same formula, charge and spin: 0.0 kcal per mole
- HOMO level (spin up / spin down): -2.14 / -5.06 eV

```
! RIJCOSX wB97M-V def2-TZVPD def2/J DEFGRID3
* xyz -1 2
Ti 0.34745 0.31263 0.18749
Cl 2.63356 1.15697 -2.18953
F 2.56105 -0.61281 3.51692
F 2.93895 1.19643 2.38712
F 4.38784 -2.67778 2.17439
F 3.44812 -2.99203 0.24898
F 4.57405 -0.07743 2.98657
F 2.24676 -2.90708 2.03139
O -0.94971 1.63623 0.18212
O -0.00060 -0.59316 -1.42897
O 1.95820 -0.60910 0.63206
N -0.95004 -1.60653 0.83973
N -0.05303 0.41330 2.28925
C 0.31088 -1.82218 -1.79367
C -1.44820 -1.53790 2.20740
C 0.97067 -4.44048 -2.58011
C 4.31314 -0.38686 0.27750
C -0.67438 2.76966 2.25531
C -1.07272 5.21555 0.86859
C 0.05215 -2.91390 -0.94768
C -1.04323 4.00453 0.17425
C -0.59767 -2.73326 0.36213
C -0.87014 2.81524 0.84897
C 0.88635 -2.06205 -3.04751
C 1.45976 1.82095 -0.92123
C 1.21152 -3.35173 -3.42075
C -0.73313 4.01360 2.93189
C -0.35331 -0.81075 2.98886
C 3.30940 -2.36148 1.42448
C -0.92880 5.20097 2.25750
C 0.38426 -4.20584 -1.34941
C 3.17586 -0.83703 1.19324
C -0.45520 1.54678 2.91678
C 3.29963 -0.07926 2.53325
H 1.23990 -5.44349 -2.88206
H -1.19662 3.96862 -0.89671
H -1.68043 -2.53665 2.59947
H -0.95859 6.13071 2.81282
H -2.35423 -0.92588 2.20401
H 1.67190 -3.51568 -4.38886
H 2.04795 2.51921 -0.31985
H 0.73585 2.38442 -1.50811
H 4.11968 -0.77366 -0.71831
H -0.68555 -0.61004 4.01601
H -0.77777 -3.65788 0.92913
H -0.53859 1.51865 4.00399
H 4.31977 0.69986 0.21930
H 5.28112 -0.73599 0.64101
H 0.52438 -1.45476 3.04268
H -1.22182 6.14378 0.33400
H 0.18020 -5.03146 -0.67568
H -0.59858 4.01767 4.00847
H 1.08133 -1.20903 -3.68306
*
```


No. 3
The following is a quantum chemistry calculation of a molecular structure, C17H20AuF2N4O in a non-equilibrium geometry, from the OMol25 dataset.

- HOMO level (spin up / spin down): -10.69 / -11.31 eV

```
! RIJCOSX wB97M-V def2-TZVPD def2/J DEFGRID3
* xyz 1 3
Au -0.10894 -0.02564 -1.04441
F -1.52254 2.28441 0.13207
F -1.44883 0.78778 1.64499
O -2.59878 -0.35074 -0.91770
N -0.17005 -1.90395 0.06199
N -0.45461 1.36455 -2.90178
N -4.46095 -0.10450 0.25793
N -3.95815 1.38305 -1.49758
C 1.95061 -0.76868 2.76726
C 1.20196 -1.09955 3.91533
C -0.74545 1.33320 0.63514
C 4.72429 -0.25853 -0.36127
C -0.43425 -2.09076 2.45461
C 2.44811 -0.68772 0.35470
C -3.60893 0.29888 -0.69892
C 1.58064 -1.04585 1.48478
C 2.86092 0.25328 -1.85501
C 0.11874 2.11351 -3.57528
C 0.85648 2.97206 -4.44283
C 0.39474 -1.75157 1.39080
C 3.82907 -0.67182 0.59403
C -0.01232 -1.72555 3.72900
C 4.24714 0.20534 -1.58204
C 1.97943 -0.25939 -0.92545
C -4.04765 -1.06573 1.23966
H 4.92744 0.48441 -2.42251
H -4.27950 -2.04425 0.95809
H -1.33551 -2.70291 2.30604
H -3.15868 1.67945 -2.08126
H -1.18086 -2.02391 0.08129
H -5.36570 0.37581 0.36183
H 0.28073 -2.56632 -0.56112
H 1.50917 -0.98447 4.95346
H 0.24524 1.64788 0.96419
H -0.65614 -2.06314 4.54985
H 0.77275 4.00279 -4.05891
H -2.97578 -0.96326 1.46758
H 2.87046 -0.22989 3.01058
H 0.35261 3.08006 -5.41632
H -4.43763 2.17766 -1.06803
H -4.55524 -0.81560 2.14720
H 4.30055 -1.06858 1.49393
H 2.48038 0.61472 -2.80597
H 1.82532 2.55352 -4.61778
H 5.75971 -0.34009 -0.12217
*
```


No. 4
The following is a quantum chemistry calculation of 2 unconnected molecules or ions with the total composition Cl2H2NOP in a non-equilibrium geometry, from the OMol25 dataset.

- Energy above the lowest of the compared OMol25 structures with the same formula, charge and spin: 103.4 kcal per mole
- HOMO level (spin up / spin down): -9.98 / -9.90 eV

```
! RIJCOSX wB97M-V def2-TZVPD def2/J DEFGRID3
* xyz 0 1
Cl -1.28851 -1.42713 -1.81685
Cl -2.39519 -0.41490 1.00269
P -0.85858 -0.12463 -0.23964
O 0.20450 -1.06978 0.58494
N 1.58707 1.40271 0.21509
H 1.81009 2.01650 -0.48585
H 0.94062 -0.38277 0.73962
*
```


No. 5
The following is a quantum chemistry calculation of a molecular structure, C47H40AsIN6O2RuS in a non-equilibrium geometry, from the OMol25 dataset.

- Energy above the lowest of the compared OMol25 structures with the same formula, charge and spin: 39.0 kcal per mole
- HOMO level (spin up / spin down): -9.73 / -10.23 eV

```
! RIJCOSX wB97M-V def2-TZVPD def2/J DEFGRID3
* xyz 1 6
I -3.35431 -4.39895 -1.38507
Ru -0.15826 0.52392 1.37013
As 2.36423 0.49304 0.29634
S 1.18551 1.25075 3.37639
O -2.30388 1.18344 0.35738
O -0.42285 2.10935 -0.08555
N -1.86950 -0.64869 2.53987
N 1.25225 -4.17661 2.14651
N 0.19230 -2.11530 1.85069
N -0.98732 -0.89888 -0.68084
N -2.04238 -1.98923 2.68164
N -1.69916 1.99956 2.58073
C 3.24828 2.11021 -0.24731
C 4.04464 -0.61082 -1.81278
C -3.17019 1.45103 -2.33215
C -1.11338 -4.13378 2.33235
C 2.10213 -1.87848 -1.16817
C 0.03767 -4.86651 2.20716
C 3.10773 -0.13938 1.90501
C 4.07971 2.78558 0.58729
C 2.62779 0.24618 3.16114
C -2.98700 2.77956 -4.41004
C -2.86021 1.43313 3.05042
C -2.14336 -2.69158 -1.74281
C -0.02706 -6.25058 2.30450
C -3.33449 3.01080 -5.88835
C 4.32201 -1.66330 -2.66675
C -2.29568 -4.83635 2.56636
C 2.92327 2.69392 -1.47720
C 4.62203 3.98853 0.24558
C 4.76364 -1.55199 2.91777
C -3.90283 0.23811 -1.79634
C -1.72813 3.44441 -2.38207
C 2.89686 -0.72689 -1.04131
C -1.75108 -1.99645 -0.57068
C -1.23137 -6.91089 2.47847
C -0.87253 4.55150 -1.75425
C -3.75200 3.61829 3.46029
C 4.20824 -1.03016 1.80367
C -1.80421 -2.15837 -3.01756
C 1.21474 -2.89407 1.86736
C -1.62371 1.86385 -0.39171
C -3.55561 1.75072 -3.60551
C 4.34214 -1.23169 4.16966
C 3.50334 -2.75827 -2.84969
C -0.71101 -0.37093 -1.89567
C 3.54557 3.86624 -1.90765
C -2.15921 2.30901 -1.71573
C 3.19850 -0.35749 4.30566
C -2.40707 -6.19749 2.48387
C -2.11988 3.60204 -3.69042
C -1.60708 3.29530 2.56330
C -2.65409 4.24983 2.96604
C -3.81090 2.22500 3.63605
C -1.17502 -0.94513 -3.07517
C -2.84670 0.00659 3.06511
C -1.00883 -2.70003 2.38153
C 4.39891 4.53572 -1.04097
C 2.39133 -2.88531 -2.03339
H 5.41363 4.49734 0.92306
H 0.10867 4.06799 -1.68891
H -4.70786 4.08863 3.71024
H 0.91140 -6.78385 2.23289
H -0.64464 3.70285 2.21963
H 1.38754 -1.97748 -0.38344
H -4.71541 1.94311 4.04228
H -4.23383 1.06284 -4.07156
H -3.19790 -0.39881 -1.27553
H 2.17563 -2.43092 1.62668
H 3.73326 -3.51967 -3.60143
H 4.73084 0.22619 -1.80610
H -2.01285 -2.76236 -3.91847
H -3.52935 4.06527 -6.18648
H -2.59131 5.29733 2.72295
H -2.07814 -2.14972 0.42241
H 4.74963 -1.64667 5.04397
H 4.36449 2.39597 1.61838
H -0.79683 5.44635 -2.36835
H 5.65123 -2.21719 2.70939
H -1.07611 4.77870 -0.73477
H 2.12281 2.27523 -2.13207
H 2.80006 -0.15726 5.26187
H 5.01000 5.27915 -1.46436
H -3.25884 -4.26643 2.73015
H 4.59792 -1.22489 0.83848
H -3.35494 -6.60612 2.68529
H -4.65876 0.48548 -0.99461
H -0.76814 -0.61705 -3.96907
H 5.25068 -1.58697 -3.29943
H -4.32890 2.58794 -6.00593
H -4.32706 -0.26135 -2.61838
H -1.76052 4.49612 -4.20802
H 3.33311 4.22723 -2.87117
H -3.49201 -0.58136 3.68149
H 2.12820 -4.65747 2.28782
H -2.57280 2.67165 -6.65946
H -1.16013 -8.02522 2.57778
H 0.00727 0.44264 -1.98094
H 1.70747 -3.76920 -2.08942
*
```


No. 6
The following is a quantum chemistry calculation of a molecular structure, C5H14NO2 in a non-equilibrium geometry, from the OMol25 dataset.

- Energy above the lowest of the compared OMol25 structures with the same formula, charge and spin: 48.5 kcal per mole
- HOMO level (spin up / spin down): -6.05 / -8.63 eV

```
! RIJCOSX wB97M-V def2-TZVPD def2/J DEFGRID3
* xyz 0 2
O -2.08403 1.68663 -2.67775
O 1.94751 -2.24712 0.89622
N -0.27952 1.48507 0.73134
C 2.08262 0.10231 -0.15334
C -1.71820 -0.44103 1.14104
C 1.77012 -1.32181 -0.12847
C 0.34400 -0.71257 -0.32515
C -0.31708 -0.00568 0.90963
H -2.36904 -0.43039 0.26516
H -0.03522 1.97104 1.58502
H 2.85484 -2.25372 1.21226
H -1.04059 2.00877 0.32099
H -0.24161 -1.68083 -0.27148
H -1.77334 -1.43447 1.59999
H -1.41645 2.32992 -2.96177
H 2.19127 0.66200 0.75892
H 2.00141 -1.83058 -1.09742
H -2.73254 1.70896 -3.39445
H 0.13606 -0.27731 -1.29516
H 0.26340 -0.17124 1.82200
H 2.45779 0.71921 -0.95299
H -2.04140 0.13283 2.01541
*
```